1.
The following is a quantum chemistry calculation of a structure of composition C59H57CsIN3O8P2 at a distorted geometry, from OMol25.

Output
HOMO-LUMO gap: 0.271 hartree
Calculated total energy: -4049.2977 Ha
Energy relative to the best compared isomer or geometry (same formula, charge and spin): 14.1 kcal per mole

Element x y z (Å)
Cs1 -18.23 -12.95 9.46
O1 -16.93 -15.47 9.23
C1 -16.22 -15.64 8.04
C2 -14.75 -15.28 8.18
C3 -14.46 -13.83 8.47
C4 -14.69 -12.77 7.38
C5 -13.69 -12.52 6.44
C6 -13.79 -11.40 5.60
C7 -14.92 -10.61 5.69
C8 -15.88 -10.95 6.62
N1 -15.75 -11.98 7.46
H1 -16.78 -16.17 9.90
H2 -16.68 -14.99 7.28
H3 -16.36 -16.70 7.71
H4 -14.22 -15.62 7.32
H5 -14.39 -15.87 9.06
H6 -13.42 -13.72 8.77
H7 -15.06 -13.47 9.33
H8 -12.86 -13.21 6.38
H9 -13.01 -11.22 4.90
H10 -15.04 -9.73 5.05
H11 -16.77 -10.34 6.78
O2 -18.35 -14.88 11.78
C9 -17.17 -15.22 11.94
O3 -16.74 -16.38 11.96
C10 -16.11 -14.14 12.18
C11 -15.27 -14.41 13.29
C12 -14.32 -13.49 13.59
C13 -14.10 -12.40 12.73
C14 -13.01 -11.53 12.91
C15 -12.70 -10.59 11.95
C16 -13.56 -10.38 10.87
C17 -14.72 -11.13 10.77
C18 -14.98 -12.22 11.65
N2 -16.02 -13.09 11.43
H12 -15.47 -15.33 13.86
H13 -13.69 -13.54 14.50
H14 -12.43 -11.62 13.81
H15 -11.82 -9.99 12.03
H16 -13.30 -9.66 10.12
H17 -15.36 -11.06 9.89
O4 -24.14 -14.61 8.35
C19 -23.91 -15.71 7.54
C20 -24.67 -15.95 6.40
C21 -24.55 -17.21 5.79
C22 -23.66 -18.15 6.27
C23 -22.87 -17.85 7.36
C24 -22.94 -16.62 8.00
P1 -21.58 -15.97 9.06
C25 -22.27 -16.11 10.75
C26 -23.55 -16.63 10.96
C27 -24.14 -16.58 12.22
C28 -23.44 -15.98 13.26
C29 -22.12 -15.55 13.10
C30 -21.56 -15.60 11.84
C31 -20.26 -17.23 8.92
C32 -19.73 -17.43 7.63
C33 -18.71 -18.39 7.47
C34 -18.23 -19.08 8.59
C35 -18.72 -18.82 9.83
C36 -19.76 -17.91 10.01
C37 -24.96 -13.64 7.88
C38 -26.31 -13.92 7.72
C39 -27.18 -13.00 7.13
C40 -26.67 -11.76 6.75
C41 -25.34 -11.44 7.08
C42 -24.48 -12.36 7.64
P2 -22.83 -12.02 8.40
C43 -23.50 -11.63 10.07
C44 -24.76 -11.15 10.37
C45 -25.05 -10.79 11.70
C46 -24.15 -10.98 12.74
C47 -22.91 -11.52 12.43
C48 -22.60 -11.85 11.11
C49 -22.53 -10.41 7.59
C50 -22.82 -9.18 8.17
C51 -22.50 -7.97 7.52
C52 -21.92 -7.99 6.28
C53 -21.65 -9.22 5.67
C54 -21.93 -10.40 6.34
H18 -25.34 -15.20 5.95
H19 -25.20 -17.42 4.92
H20 -23.53 -19.08 5.77
H21 -22.13 -18.54 7.69
H22 -24.14 -17.03 10.14
H23 -25.16 -16.93 12.31
H24 -24.00 -15.87 14.17
H25 -21.60 -15.05 13.92
H26 -20.52 -15.30 11.68
H27 -20.17 -16.87 6.78
H28 -18.36 -18.62 6.47
H29 -17.42 -19.78 8.43
H30 -18.28 -19.31 10.68
H31 -20.14 -17.78 11.03
H32 -26.69 -14.88 8.06
H33 -28.21 -13.25 7.02
H34 -27.29 -11.01 6.24
H35 -24.90 -10.52 6.76
H36 -25.54 -11.01 9.61
H37 -26.04 -10.39 11.87
H38 -24.45 -10.78 13.76
H39 -22.20 -11.71 13.20
H40 -21.60 -12.27 10.84
H41 -23.35 -9.21 9.13
H42 -22.66 -7.05 8.04
H43 -21.79 -7.05 5.77
H44 -21.22 -9.26 4.68
H45 -21.72 -11.35 5.85
O5 -19.06 -12.84 13.47
H46 -19.04 -13.18 14.38
H47 -18.77 -13.59 12.88
O6 -18.46 -11.52 4.28
H48 -18.91 -12.17 3.74
H49 -17.52 -11.64 4.15
O7 -20.20 -9.71 9.62
H50 -19.59 -9.74 10.38
H51 -21.06 -9.53 9.99
O8 -18.91 -11.01 7.29
H52 -18.95 -10.74 6.34
H53 -19.57 -10.46 7.74
I1 -16.19 -9.98 15.11
C55 -16.60 -9.38 13.14
C56 -15.91 -8.33 12.57
C57 -16.34 -7.86 11.33
C58 -17.37 -8.54 10.68
N3 -18.01 -9.56 11.24
C59 -17.62 -10.01 12.45
H54 -15.08 -7.86 13.05
H55 -15.83 -7.08 10.83
H56 -17.66 -8.24 9.66
H57 -18.20 -10.81 12.85

2.
The following is a quantum chemistry calculation of a structure of composition C59H58N8O6STe2Ti at a distorted geometry, from OMol25.

Output
Spin multiplicity: 3
HOMO-LUMO gap (alpha / beta): 0.174 / 0.208 hartree
Expectation value of S²: 2.0185
Calculated total energy: -4956.3629 Ha
Charge: -2

Element x y z (Å)
Ti1 0.17 0.10 0.26
C1 -2.85 -2.92 0.59
C2 -1.68 -2.00 0.78
N1 -1.40 -0.98 -0.04
N2 -2.17 -0.52 -1.02
C3 -2.52 -1.08 -2.14
N3 -3.32 -0.31 -2.96
S1 -2.12 -2.63 -2.73
C4 -0.79 -2.11 1.87
C5 -0.94 -3.08 2.90
C6 -0.09 -3.10 3.97
C7 0.92 -2.12 4.04
C8 1.03 -1.22 3.00
N4 0.25 -1.20 1.92
H1 -3.20 -2.87 -0.44
H2 -3.67 -2.67 1.26
H3 -2.54 -3.95 0.79
H4 -3.23 0.69 -2.79
H5 -3.28 -0.58 -3.93
H6 -1.73 -3.80 2.82
H7 -0.19 -3.84 4.75
H8 1.59 -2.07 4.89
H9 1.79 -0.44 3.05
O1 4.15 5.39 -0.55
C9 2.89 4.84 -0.49
O2 1.94 5.56 -0.57
C10 2.88 3.40 -0.25
C11 3.86 2.68 0.43
N5 3.41 1.43 0.57
N6 2.20 1.29 0.05
C12 1.84 2.44 -0.48
C13 0.60 2.39 -1.35
O3 0.44 3.21 -2.24
O4 -0.13 1.37 -1.11
H10 4.83 4.71 -0.53
H11 4.80 2.99 0.85
H12 3.84 0.65 1.05
C14 8.54 -5.39 1.87
C15 7.23 -4.70 1.62
C16 7.18 -3.35 1.30
C17 5.97 -2.72 1.06
C18 5.98 -1.25 0.72
C19 4.77 -3.42 1.11
Te1 2.70 -2.43 0.65
N7 1.44 -1.22 -0.66
C20 2.34 -0.78 -1.49
O5 3.58 -1.00 -1.36
C21 1.95 0.04 -2.68
C22 2.87 0.97 -3.16
C23 2.57 1.74 -4.26
C24 1.36 1.58 -4.90
C25 0.45 0.65 -4.44
C26 0.74 -0.13 -3.34
C27 2.72 -3.81 -1.00
C28 3.87 -4.07 -1.72
C29 3.88 -4.98 -2.77
C30 2.71 -5.64 -3.11
C31 1.55 -5.39 -2.40
C32 1.54 -4.48 -1.35
C33 0.26 -4.22 -0.63
C34 4.82 -4.78 1.44
C35 3.57 -5.61 1.53
C36 6.04 -5.40 1.69
H13 9.38 -4.74 1.63
H14 8.62 -6.30 1.27
H15 8.62 -5.68 2.92
H16 8.11 -2.78 1.24
H17 6.95 -0.95 0.34
H18 5.77 -0.66 1.61
H19 5.22 -1.05 -0.03
H20 3.81 1.07 -2.64
H21 3.28 2.47 -4.62
H22 1.12 2.18 -5.76
H23 -0.50 0.54 -4.95
H24 0.04 -0.88 -2.98
H25 4.78 -3.54 -1.47
H26 4.79 -5.16 -3.32
H27 2.70 -6.36 -3.92
H28 0.63 -5.88 -2.67
H29 -0.44 -5.05 -0.73
H30 -0.22 -3.33 -1.06
H31 0.45 -4.01 0.43
H32 2.70 -4.95 1.57
H33 3.59 -6.25 2.41
H34 3.49 -6.24 0.65
H35 6.06 -6.46 1.93
C37 -9.19 2.61 3.06
C38 -7.77 2.40 2.60
C39 -7.30 1.14 2.28
C40 -5.98 0.94 1.90
C41 -5.52 -0.45 1.55
C42 -5.09 2.00 1.82
Te2 -2.85 1.63 1.55
N8 -0.48 1.34 1.51
C43 0.34 1.88 2.35
O6 1.56 1.55 2.47
C44 -0.13 3.01 3.22
C45 -1.12 2.87 4.18
C46 -1.52 3.96 4.93
C47 -0.92 5.20 4.74
C48 0.08 5.34 3.79
C49 0.48 4.25 3.04
C50 -3.10 2.64 -0.31
C51 -4.15 2.22 -1.11
C52 -4.44 2.84 -2.31
C53 -3.65 3.89 -2.75
C54 -2.60 4.32 -1.95
C55 -2.33 3.73 -0.72
C56 -1.28 4.32 0.16
C57 -5.58 3.28 2.11
C58 -4.68 4.47 1.97
C59 -6.90 3.47 2.49
H36 -9.72 1.67 3.11
H37 -9.72 3.28 2.39
H38 -9.20 3.06 4.06
H39 -7.98 0.29 2.34
H40 -6.36 -1.12 1.39
H41 -4.91 -0.85 2.37
H42 -4.89 -0.42 0.66
H43 -1.57 1.90 4.34
H44 -2.30 3.85 5.68
H45 -1.25 6.06 5.31
H46 0.55 6.31 3.64
H47 1.26 4.35 2.30
H48 -4.76 1.39 -0.79
H49 -5.28 2.50 -2.91
H50 -3.85 4.38 -3.69
H51 -1.97 5.14 -2.27
H52 -0.49 4.79 -0.43
H53 -0.83 3.54 0.77
H54 -1.72 5.07 0.81
H55 -3.69 4.23 2.37
H56 -5.09 5.34 2.49
H57 -4.56 4.72 0.92
H58 -7.26 4.47 2.72

3.
The following is a quantum chemistry calculation of a structure of composition C59H61BN7O2P2STi at a distorted geometry, from OMol25.

Output
HOMO-LUMO gap: 0.194 hartree
Calculated total energy: -4773.0383 Ha
Charge: +3

Element x y z (Å)
Ti1 0.50 0.58 -0.74
O1 -0.93 3.41 3.22
S1 -1.01 2.07 2.60
C1 -0.80 0.93 3.96
C2 -0.92 1.42 5.25
C3 -0.86 0.54 6.32
C4 -0.70 -0.82 6.07
C5 -0.54 -1.29 4.78
C6 -0.56 -0.40 3.69
P1 -0.08 -1.05 2.02
C7 1.45 -1.78 2.75
C8 2.38 -0.82 3.15
C9 3.51 -1.17 3.87
C10 3.73 -2.51 4.18
C11 2.82 -3.47 3.79
C12 1.68 -3.11 3.08
C13 -1.34 -2.38 1.99
C14 -1.12 -3.70 1.58
C15 -2.16 -4.62 1.56
C16 -3.44 -4.24 1.94
C17 -3.67 -2.92 2.33
C18 -2.64 -2.01 2.35
C19 -2.80 1.86 2.37
C20 -3.61 2.10 3.47
C21 -4.97 2.21 3.32
C22 -5.52 2.12 2.05
C23 -4.72 1.85 0.95
C24 -3.33 1.70 1.09
P2 -2.32 1.36 -0.43
C25 -2.47 3.00 -1.23
C26 -1.36 3.83 -1.22
C27 -1.44 5.13 -1.70
C28 -2.64 5.60 -2.21
C29 -3.75 4.76 -2.26
C30 -3.67 3.47 -1.77
C31 -3.53 0.31 -1.34
C32 -3.74 0.43 -2.71
C33 -4.72 -0.34 -3.33
C34 -5.49 -1.23 -2.60
C35 -5.28 -1.36 -1.24
C36 -4.29 -0.61 -0.61
H1 -1.02 2.49 5.40
H2 -0.94 0.91 7.33
H3 -0.66 -1.52 6.89
H4 -0.37 -2.34 4.61
H5 2.19 0.23 2.93
H6 4.20 -0.41 4.21
H7 4.61 -2.80 4.74
H8 2.98 -4.51 4.04
H9 0.97 -3.88 2.83
H10 -0.14 -4.01 1.25
H11 -1.97 -5.64 1.26
H12 -4.25 -4.96 1.94
H13 -4.67 -2.62 2.63
H14 -2.83 -0.99 2.67
H15 -3.15 2.22 4.44
H16 -5.60 2.39 4.18
H17 -6.59 2.25 1.90
H18 -5.18 1.77 -0.02
H19 -0.42 3.45 -0.84
H20 -0.57 5.77 -1.68
H21 -2.71 6.62 -2.58
H22 -4.68 5.12 -2.67
H23 -4.54 2.83 -1.82
H24 -3.19 1.14 -3.30
H25 -4.88 -0.23 -4.40
H26 -6.27 -1.80 -3.09
H27 -5.89 -2.03 -0.65
H28 -4.13 -0.73 0.45
C37 0.88 4.28 1.29
C38 1.66 3.02 1.18
C39 2.91 2.85 1.78
C40 3.49 1.75 1.19
C41 4.83 1.16 1.40
N1 2.62 1.27 0.24
N2 1.44 2.00 0.33
B1 3.26 1.32 -1.24
N3 2.35 2.25 -2.07
N4 1.03 1.91 -2.22
C42 0.57 2.55 -3.31
C43 -0.78 2.29 -3.88
C44 1.58 3.35 -3.82
C45 2.70 3.14 -3.02
C46 4.04 3.75 -3.15
N5 3.14 -0.06 -1.89
N6 1.90 -0.35 -2.38
C47 2.07 -1.16 -3.43
C48 1.00 -1.53 -4.41
C49 3.43 -1.48 -3.56
C50 4.08 -0.76 -2.57
C51 5.53 -0.71 -2.28
H29 1.31 4.98 0.57
H30 -0.18 4.19 1.09
H31 1.00 4.71 2.28
H32 3.34 3.48 2.54
H33 5.05 1.08 2.46
H34 5.60 1.80 0.96
H35 4.91 0.17 0.94
H36 4.38 1.70 -1.23
H37 -1.29 1.52 -3.30
H38 -1.38 3.19 -3.90
H39 -0.67 1.95 -4.91
H40 1.51 4.01 -4.67
H41 4.00 4.56 -3.88
H42 4.39 4.14 -2.20
H43 4.77 3.02 -3.50
H44 0.10 -0.92 -4.30
H45 1.39 -1.35 -5.41
H46 0.75 -2.59 -4.37
H47 3.87 -2.11 -4.30
H48 5.93 -1.73 -2.21
H49 6.07 -0.21 -3.08
H50 5.74 -0.19 -1.35
O2 -0.61 -0.82 -1.59
C52 -1.38 -2.04 -1.28
C53 -1.07 -3.23 -2.18
C54 0.01 -4.28 -1.82
C55 1.37 -4.03 -1.19
C56 2.21 -5.14 -1.23
C57 3.46 -5.11 -0.64
C58 3.85 -3.94 -0.02
C59 2.97 -2.88 -0.03
N7 1.75 -2.89 -0.58
H51 -0.08 -1.08 -2.36
H52 -2.43 -1.77 -1.41
H53 -1.21 -2.29 -0.25
H54 -0.87 -2.83 -3.18
H55 -1.99 -3.80 -2.26
H56 0.22 -4.82 -2.75
H57 -0.47 -5.01 -1.17
H58 1.88 -6.04 -1.72
H59 4.10 -5.98 -0.65
H60 4.81 -3.85 0.47
H61 3.26 -1.96 0.45

Q: The lowest calculated total energy belongs to which entry?
A: C59H58N8O6STe2Ti

Q: Among the records above, which one has the highest calculated total energy?
A: C59H57CsIN3O8P2

Q: Among the records above, which one has the highest calculated total energy?
A: C59H57CsIN3O8P2